A 7-piece molecular cluster, C23H31BNO21 overall in a non-equilibrium geometry. Source: the Open Molecules 2025 dataset; level of theory: ωB97M-V with the def2-TZVPD basis set.

Values from the calculation:
- Spin multiplicity: 1
- HOMO energy: -12.2 eV
- Kohn-Sham gap: 7.86 eV
- LUMO level: -4.3703 eV
- Net charge: +1

Last column: Mulliken charge in e.
Positions of all 77 atoms, in Å:
O -0.732 5.088 5.373  -0.493
B -1.674 5.324 4.320  0.684
O -3.057 4.972 4.605  -0.515
O -1.258 5.919 3.057  -0.421
N -1.157 4.997 2.072  0.500
C -2.375 4.553 1.447  -0.119
C -2.329 3.506 0.309  -0.438
C -0.916 2.975 -0.091  -0.233
C 0.366 3.497 0.619  -0.480
C 0.176 4.554 1.727  -0.324
H -1.192 4.715 6.163  0.346
H -3.619 5.780 4.551  0.318
H -3.385 4.951 1.798  0.405
H -3.262 3.123 -0.223  0.467
H -0.822 2.183 -0.901  0.417
H 1.393 3.100 0.336  0.410
H 1.093 4.954 2.277  0.410
C -0.767 1.153 3.481  -0.080
C -1.272 -0.236 3.721  -0.317
O -1.527 -0.717 2.405  -0.321
C -0.748 0.003 1.559  0.622
O -0.591 -0.253 0.396  -0.519
O -0.164 1.056 2.196  -0.160
H -0.040 1.468 4.230  0.204
H -1.575 1.891 3.437  0.046
H -0.524 -0.878 4.193  0.227
H -2.181 -0.250 4.323  0.361
C 3.822 0.210 5.003  -0.314
C 3.575 1.492 5.739  -0.320
O 2.161 1.502 5.896  -0.288
C 1.742 0.209 5.827  0.684
O 0.628 -0.156 6.087  -0.548
O 2.745 -0.615 5.427  -0.306
H 4.781 -0.240 5.260  0.301
H 3.767 0.333 3.917  0.234
H 4.041 1.503 6.728  0.281
H 3.910 2.366 5.179  0.292
C 1.589 -3.265 -1.436  0.037
C 1.551 -1.788 -1.195  0.080
O 2.875 -1.377 -1.513  -0.339
C 3.392 -2.311 -2.358  0.599
O 4.427 -2.188 -2.950  -0.575
O 2.582 -3.403 -2.445  -0.315
H 0.631 -3.655 -1.778  0.118
H 1.905 -3.825 -0.550  0.153
H 0.852 -1.274 -1.861  0.204
H 1.304 -1.540 -0.164  0.002
C 0.630 -7.127 -1.942  -0.267
C -0.320 -8.003 -1.184  -0.418
O -0.864 -7.121 -0.212  -0.330
C -0.732 -5.858 -0.699  0.621
O -1.235 -4.887 -0.209  -0.553
O 0.046 -5.837 -1.816  -0.199
H 0.717 -7.414 -2.991  0.286
H 1.629 -7.108 -1.495  0.242
H -1.132 -8.382 -1.812  0.281
H 0.181 -8.847 -0.707  0.314
C -3.570 6.409 -4.097  -0.371
C -2.315 5.763 -3.596  -0.326
O -2.658 5.385 -2.269  -0.247
C -4.014 5.269 -2.224  0.637
O -4.623 4.803 -1.300  -0.519
O -4.588 5.745 -3.358  -0.319
H -3.713 6.267 -5.169  0.314
H -3.611 7.478 -3.873  0.267
H -2.050 4.866 -4.163  0.286
H -1.465 6.447 -3.599  0.289
C 2.059 -5.173 -6.455  -0.410
C 1.809 -3.894 -5.717  0.017
O 0.397 -3.886 -5.554  -0.318
C -0.020 -5.180 -5.621  0.688
O -1.129 -5.547 -5.356  -0.543
O 0.987 -6.003 -6.026  -0.337
H 3.022 -5.620 -6.201  0.314
H 2.000 -5.051 -7.540  0.274
H 2.279 -3.881 -4.730  0.009
H 2.140 -3.019 -6.279  0.344

A 3-piece molecular cluster, C23H31Br3F3N5O7P overall in a non-equilibrium geometry. Source: the Open Molecules 2025 dataset; level of theory: ωB97M-V with the def2-TZVPD basis set.

Values from the calculation:
- Spin multiplicity: 1
- HOMO energy: -11.6 eV
- Kohn-Sham gap: 6.66 eV
- LUMO level: -4.9529 eV
- Net charge: +1

Last column: Mulliken charge in e.
Positions of all 73 atoms, in Å:
C -1.010 5.538 -3.765  -0.698
C 0.554 5.375 -4.127  -0.538
C 1.248 4.697 -2.865  -0.637
C 1.884 3.273 -3.170  -0.919
C 0.806 2.129 -3.385  -0.406
N -0.130 1.919 -2.260  1.244
C 0.488 1.839 -0.913  -0.885
C -0.254 0.913 0.137  -0.234
C 0.683 0.827 1.433  0.052
F -0.037 -0.013 2.330  -0.268
Br 0.939 2.550 2.338  0.004
C 2.052 0.066 1.148  0.592
F 3.078 0.930 0.772  -0.193
F 1.951 -0.911 0.159  -0.183
Br 2.678 -0.861 2.791  -0.104
C -1.199 1.011 -2.510  -0.878
N -2.567 1.556 -2.559  -0.544
Br -2.796 2.954 -1.339  0.036
N -1.121 -0.283 -2.699  0.496
C 0.187 -0.975 -2.712  -0.760
P 0.844 -1.436 -4.424  1.044
O 2.357 -1.562 -4.254  -0.653
O 0.313 -2.989 -4.890  -0.491
O 0.554 -0.267 -5.595  -0.462
H -1.200 6.437 -3.113  0.310
H -1.265 4.632 -3.125  -0.065
H -1.657 5.514 -4.688  0.302
H 0.986 6.408 -4.319  0.323
H 0.630 4.774 -5.076  0.313
H 0.572 4.691 -1.949  0.242
H 2.121 5.367 -2.573  0.482
H 2.464 3.349 -4.144  0.482
H 2.601 2.918 -2.373  0.359
H 0.188 2.425 -4.298  0.387
H 1.374 1.196 -3.719  0.068
H 1.576 1.522 -1.053  0.410
H 0.552 2.901 -0.507  0.252
H -1.203 1.416 0.490  0.363
H -0.405 -0.153 -0.187  -0.011
H -2.748 1.923 -3.502  0.420
H -1.968 -0.826 -2.894  0.287
H 0.037 -1.967 -2.170  0.584
H 1.023 -0.453 -2.177  0.191
H -0.506 -3.137 -4.377  0.330
H 0.348 -0.721 -6.439  0.354
C -3.532 -1.859 0.736  -0.731
C -3.559 -1.595 -0.630  0.092
C -4.157 -2.495 -1.503  -0.365
C -4.729 -3.657 -0.997  -0.289
C -4.701 -3.933 0.365  -0.377
C -4.098 -3.028 1.233  -0.513
N -5.380 -4.595 -1.913  1.019
O -5.366 -4.326 -3.101  -0.602
O -5.898 -5.583 -1.436  -0.579
H -3.070 -1.151 1.416  0.455
H -3.116 -0.682 -1.013  0.504
H -4.173 -2.279 -2.565  0.524
H -5.141 -4.839 0.763  0.476
H -4.073 -3.232 2.296  0.409
C 3.116 -1.738 5.961  0.457
C 2.086 -1.462 6.853  -0.526
C 2.207 -1.827 8.188  -0.304
C 3.366 -2.464 8.618  -0.057
C 4.397 -2.750 7.730  -0.337
C 4.268 -2.384 6.396  -0.536
N 3.507 -2.829 10.029  1.003
O 2.577 -2.580 10.773  -0.594
O 4.547 -3.355 10.376  -0.592
H 3.020 -1.445 4.919  -0.233
H 1.190 -0.959 6.508  0.400
H 1.399 -1.608 8.875  0.450
H 5.300 -3.250 8.060  0.452
H 5.067 -2.599 5.696  0.395

C23H31Br5CaCl2F3N3O9 as an isolated structure in a non-equilibrium geometry. Source: the Open Molecules 2025 dataset; level of theory: ωB97M-V with the def2-TZVPD basis set.

Values from the calculation:
- Spin multiplicity: 1
- HOMO energy: -4.7 eV
- Kohn-Sham gap: 1.31 eV
- LUMO level: -3.4265 eV

Last column: Mulliken charge in e.
Positions of all 77 atoms, in Å:
C -0.772 1.605 0.229  -0.304
C 0.580 0.803 0.048  -0.289
C 1.162 0.792 -1.406  -0.088
F 0.843 1.956 -2.124  -0.363
N 0.830 -0.384 -2.248  0.387
C -0.369 -0.212 -3.060  -0.006
O -0.317 -0.566 -4.207  -0.538
O -1.470 0.387 -2.510  0.264
C -2.523 0.597 -3.456  -0.662
O -3.350 -0.555 -3.667  -0.474
C -3.797 -1.106 -2.466  0.491
C -4.146 -0.375 -1.258  -0.194
C -4.576 -1.007 -0.005  -0.579
C -4.657 -2.467 0.025  -0.478
C -4.346 -3.203 -1.196  -0.374
C -3.924 -2.581 -2.435  -0.333
N 0.904 -1.604 -1.560  0.432
C 2.120 -2.333 -1.827  0.547
O 2.929 -2.438 -0.923  -0.551
F 2.414 -2.968 -2.982  -0.175
C -0.270 -2.430 -1.662  0.446
O -0.434 -3.327 -2.413  -0.459
F -1.264 -2.168 -0.759  -0.168
H -1.602 0.871 -0.005  -0.158
H -0.926 1.906 1.303  0.039
H -0.884 2.484 -0.450  0.256
H 1.343 1.334 0.691  0.327
H 0.432 -0.201 0.517  0.278
H 2.285 0.816 -1.312  0.300
H -3.198 1.373 -2.993  0.371
H -2.181 1.050 -4.422  0.340
H -4.073 0.738 -1.249  0.223
H -4.806 -0.413 0.904  0.460
H -4.952 -2.979 0.968  0.354
H -4.409 -4.313 -1.166  0.316
H -3.687 -3.140 -3.375  0.394
Ca 4.825 -3.443 -0.938  1.385
Cl 4.271 -0.734 -2.616  -0.593
C 5.407 -8.518 -2.295  -1.261
C 4.279 -7.843 -1.563  0.749
O 4.162 -6.614 -1.529  -0.636
N 3.378 -8.621 -0.931  -0.156
C 3.339 -10.070 -0.854  -0.823
H 6.045 -7.763 -2.750  0.265
H 6.008 -9.106 -1.599  0.379
H 5.012 -9.158 -3.085  0.374
H 2.652 -8.097 -0.464  0.225
H 2.395 -10.413 -1.279  0.294
H 3.383 -10.361 0.196  0.291
H 4.164 -10.530 -1.390  0.332
C -1.758 2.252 5.163  -0.372
Br -2.090 4.145 4.992  0.002
Br -2.772 1.224 3.874  -0.016
Br 0.135 1.841 5.078  -0.070
H -2.102 1.954 6.147  0.354
Br -5.773 6.477 2.197  -0.226
C -3.844 6.541 1.883  -0.210
C -3.491 6.061 0.502  -0.467
Br -3.578 4.124 0.382  -0.050
H -3.376 5.956 2.671  -0.048
H -3.574 7.590 2.003  0.406
H -2.453 6.312 0.262  0.039
H -4.146 6.458 -0.272  0.450
C 3.856 5.192 2.193  -1.400
C 2.609 5.749 2.842  0.405
C 2.201 5.019 4.086  -0.539
O 0.791 5.202 4.108  -0.246
C 0.391 5.379 2.797  0.752
O -0.749 5.361 2.424  -0.339
O 1.476 5.568 1.999  -0.323
H 4.143 5.809 1.339  0.367
H 4.691 5.164 2.896  0.376
H 3.679 4.186 1.805  0.273
H 2.727 6.822 3.030  0.250
H 2.657 5.442 4.983  0.320
H 2.414 3.946 4.053  0.221
Cl -0.292 5.555 0.112  -0.770

C23H31F6O3V as an isolated structure in a non-equilibrium geometry. Source: the Open Molecules 2025 dataset; level of theory: ωB97M-V with the def2-TZVPD basis set.

Values from the calculation:
- Spin multiplicity: 2
- Energy relative to the best compared isomer or geometry (same formula, charge and spin): 1.6930 eV
- HOMO energy (spin up / spin down): -11.9 / -11.9 eV
- <S²>: 0.84
- Kohn-Sham gap (spin up / spin down): 7.18 / 7.67 eV
- LUMO level (spin up / spin down): -4.6818 / -4.1945 eV
- Net charge: +1

Last column: Mulliken spin population.
Positions of all 64 atoms, in Å:
O -1.404 0.999 -1.871  0.063
C -2.663 0.242 -1.614  -0.007
C -3.570 1.097 -2.449  0.000
H -2.999 0.306 -0.576  0.005
H -2.591 -0.792 -1.975  -0.002
C -2.263 1.840 -2.706  0.004
H -4.311 1.664 -1.883  0.000
H -4.005 0.556 -3.289  0.000
C -2.268 3.292 -2.284  0.001
H -2.539 3.406 -1.224  0.000
H -3.012 3.838 -2.893  0.000
H -1.293 3.743 -2.489  0.000
C -2.018 1.694 -4.187  -0.002
H -2.161 0.647 -4.485  0.000
H -1.029 2.041 -4.478  0.000
H -2.786 2.287 -4.696  0.001
V 1.489 0.002 -0.399  1.310
C 3.265 -1.189 -1.352  -0.043
C 2.602 -2.073 -0.465  -0.045
C 1.247 -2.225 -0.913  -0.094
H 3.092 -2.622 0.329  0.002
C 1.084 -1.429 -2.094  0.147
C 2.326 -0.778 -2.355  -0.132
H 2.517 -0.131 -3.203  0.006
H 4.333 -0.960 -1.287  0.003
H 0.497 -2.878 -0.477  0.001
H 0.187 -1.365 -2.715  0.010
C 3.205 1.354 0.297  -0.028
C 3.074 1.569 -1.110  -0.104
C 1.767 2.098 -1.373  -0.048
H 3.871 1.441 -1.834  0.004
C 1.092 2.225 -0.108  0.048
C 2.012 1.828 0.918  -0.081
H 1.848 1.942 1.982  -0.011
H 4.066 0.910 0.789  0.003
H 1.374 2.404 -2.333  -0.003
H 0.080 2.575 0.049  0.009
O -3.019 0.448 1.717  0.000
C -1.655 0.187 1.240  0.008
C -1.567 -1.249 0.758  0.017
H -0.893 0.339 2.009  0.001
H -1.439 0.873 0.390  0.013
C -2.799 -1.957 1.331  0.000
H -0.645 -1.700 1.130  0.003
H -1.540 -1.256 -0.353  -0.005
C -3.748 -0.815 1.748  0.000
H -2.511 -2.561 2.187  0.000
H -3.214 -2.643 0.588  0.000
H -4.165 -0.872 2.751  0.000
H -4.581 -0.745 1.021  0.000
C 3.403 -1.186 2.748  0.010
C 1.897 -1.066 2.687  -0.001
O 1.360 -0.555 1.537  -0.060
C 1.259 -2.487 2.979  0.002
F 1.866 -3.146 4.002  0.000
F -0.065 -2.425 3.274  0.000
F 1.374 -3.288 1.875  0.000
C 1.427 -0.174 3.919  -0.003
F 1.813 -0.705 5.108  0.000
F 1.979 1.071 3.838  0.000
F 0.083 0.003 3.980  0.000
H 3.732 -1.954 2.039  0.001
H 3.679 -1.472 3.773  0.002
H 3.858 -0.225 2.477  -0.003

An isolated ion of composition C23H31N2O2 and charge +1 in a non-equilibrium geometry. Source: the Open Molecules 2025 dataset; level of theory: ωB97M-V with the def2-TZVPD basis set.

Values from the calculation:
- Spin multiplicity: 1
- Energy relative to the best compared isomer or geometry (same formula, charge and spin): 0.4321 eV
- HOMO energy: -10.3 eV
- Kohn-Sham gap: 8.36 eV
- LUMO level: -1.9294 eV
- Net charge: +1

Last column: Mulliken charge in e.
Positions of all 58 atoms, in Å:
C -1.190 -3.314 -3.422  -0.892
O -0.688 -2.095 -2.895  -0.132
C 0.512 -2.240 -2.159  -0.739
C 0.923 -0.896 -1.556  -1.600
N -0.261 -0.034 -1.096  0.725
C -0.796 0.692 -2.320  -0.307
C -2.225 0.332 -2.610  -1.026
O -2.781 -0.351 -1.489  -0.383
C -4.133 -0.687 -1.783  -0.822
C 0.011 0.966 -0.043  -0.389
C 1.240 1.773 -0.422  0.701
C 2.520 1.405 -0.006  0.166
C 3.618 2.015 -0.635  -0.859
C 3.406 2.959 -1.648  -0.596
C 2.121 3.448 -1.912  -0.967
C 1.044 2.902 -1.227  -0.213
C -0.012 0.461 1.363  -0.701
C -0.195 1.304 2.481  0.753
C -0.497 2.740 2.613  -1.931
N -0.020 0.577 3.620  0.215
C -0.138 1.094 4.967  -0.901
C 0.233 -0.746 3.309  -0.420
C 0.544 -1.771 4.186  -1.196
C 0.924 -2.990 3.596  -0.690
C 0.962 -3.142 2.194  -0.834
C 0.501 -2.126 1.343  0.089
C 0.225 -0.868 1.886  1.444
H -2.003 -3.042 -4.099  0.251
H -0.430 -3.897 -3.971  0.337
H -1.585 -3.967 -2.627  0.340
H 0.389 -3.018 -1.378  0.548
H 1.325 -2.547 -2.852  0.444
H 1.635 -1.016 -0.732  0.619
H 1.427 -0.307 -2.337  0.624
H -1.041 -0.628 -0.782  0.830
H -0.736 1.763 -2.153  0.261
H -0.151 0.450 -3.164  0.297
H -2.771 1.278 -2.799  0.620
H -2.273 -0.280 -3.529  0.404
H -4.540 -1.223 -0.928  0.288
H -4.770 0.192 -1.989  0.311
H -4.187 -1.329 -2.676  0.305
H -0.839 1.651 -0.082  0.779
H 2.666 0.658 0.785  0.433
H 4.636 1.718 -0.352  0.400
H 4.255 3.356 -2.206  0.422
H 1.942 4.242 -2.639  0.425
H 0.038 3.319 -1.347  0.539
H -0.596 3.235 1.643  0.356
H -1.406 2.923 3.213  0.433
H 0.316 3.234 3.169  0.401
H 0.063 0.273 5.658  0.339
H 0.588 1.898 5.152  0.311
H -1.155 1.477 5.133  0.307
H 0.469 -1.608 5.264  0.238
H 1.173 -3.826 4.246  0.393
H 1.340 -4.080 1.767  0.392
H 0.372 -2.305 0.277  -0.141

One molecule with the formula C23H31N3O4S in a non-equilibrium geometry. Source: the Open Molecules 2025 dataset; level of theory: ωB97M-V with the def2-TZVPD basis set.

Values from the calculation:
- Spin multiplicity: 1
- Energy relative to the best compared isomer or geometry (same formula, charge and spin): 2.3120 eV
- HOMO energy: -8.3 eV
- Kohn-Sham gap: 8.95 eV
- LUMO level: 0.6066 eV

Last column: Mulliken charge in e.
Positions of all 62 atoms, in Å:
C -5.033 -2.218 0.077  -1.042
C -3.654 -2.827 0.322  -0.674
N -2.570 -1.885 0.141  0.450
C -2.351 -0.871 1.150  -0.033
C -1.253 -1.297 2.121  -0.976
S -2.276 -1.381 -1.422  1.282
O -2.854 -0.088 -1.684  -0.599
O -2.627 -2.462 -2.296  -0.773
C -0.500 -1.199 -1.358  -0.207
C 0.295 -2.271 -1.007  -1.322
C 1.664 -2.096 -0.920  -0.079
C 2.251 -0.853 -1.159  1.057
N 3.634 -0.626 -1.098  -0.093
C 4.534 -1.762 -1.198  -0.994
C 4.892 -2.315 0.204  -0.417
O 3.967 -1.856 1.164  -0.396
C 4.011 -0.454 1.322  -0.479
C 4.093 0.265 -0.045  -0.395
C 1.423 0.226 -1.539  -0.746
N 2.007 1.455 -1.861  -0.092
C 1.530 2.718 -1.639  -0.160
O 2.098 3.683 -2.100  -0.678
C 0.336 2.789 -0.744  0.017
C 0.483 2.516 0.609  -0.143
C -0.614 2.568 1.457  0.587
C -0.443 2.350 2.930  -1.852
C -1.864 2.837 0.918  -0.724
C -2.032 3.101 -0.435  1.146
C -3.393 3.294 -1.021  -1.582
C -0.912 3.114 -1.256  -0.213
C 0.053 0.030 -1.646  -0.384
H -5.066 -1.808 -0.929  0.300
H -5.242 -1.420 0.786  0.269
H -5.800 -2.982 0.177  0.418
H -3.581 -3.238 1.333  0.380
H -3.479 -3.625 -0.401  0.403
H -3.277 -0.672 1.699  0.410
H -2.062 0.049 0.636  -0.364
H -1.514 -2.240 2.594  0.358
H -1.127 -0.543 2.892  0.333
H -0.312 -1.425 1.593  0.023
H -0.163 -3.224 -0.798  0.399
H 2.279 -2.927 -0.614  0.394
H 5.443 -1.410 -1.699  0.454
H 4.074 -2.522 -1.827  0.492
H 4.834 -3.404 0.233  0.351
H 5.909 -2.010 0.491  0.299
H 3.086 -0.201 1.844  0.157
H 4.868 -0.170 1.952  0.409
H 5.127 0.536 -0.275  0.456
H 3.494 1.174 -0.024  0.033
H 2.899 1.402 -2.342  0.320
H 1.459 2.277 1.009  0.468
H -0.137 3.282 3.406  0.436
H 0.327 1.607 3.128  0.334
H -1.376 2.030 3.388  0.373
H -2.729 2.841 1.566  0.342
H -3.722 2.339 -1.433  0.261
H -3.374 4.024 -1.827  0.392
H -4.109 3.611 -0.266  0.401
H -1.016 3.339 -2.307  0.412
H -0.604 0.819 -1.968  0.800